Entry 1:
{"formula": "C9H21IN", "method": "the ωB97M-V functional and the def2-TZVPD basis", "charge": 1, "gap_ha": 0.309, "relative_energy_kj_mol": 238.4, "lumo_ev": -5.1, "fmax_ev_per_a": 4.9, "species": ["C", "C", "C", "C", "C", "C", "C", "C", "C", "N", "I", "H", "H", "H", "H", "H", "H", "H", "H", "H", "H", "H", "H", "H", "H", "H", "H", "H", "H", "H", "H", "H"], "positions_angstrom": [[1.13211, 1.52092, -1.26309], [-0.77778, 0.48611, -2.62044], [-0.79675, 2.21615, 1.84221], [1.11397, 0.67230, 1.57000], [-0.32678, -2.56402, 1.18343], [1.04640, -2.31251, -0.84668], [-0.36736, 1.05802, -1.29796], [-0.40684, 0.78545, 1.29769], [-0.91580, 0.53062, -0.03455], [-0.09128, -1.82746, -0.04463], [-2.91247, -0.07239, 0.02688], [1.45398, 2.25810, -0.52084], [1.71814, 0.60630, -1.15831], [1.23181, 2.14469, -2.08063], [-1.47839, -0.37426, -2.31646], [0.10539, 0.06728, -3.14095], [-1.31978, 1.14629, -3.35160], [-0.54798, 2.87429, 1.10023], [-1.94307, 2.14858, 1.88800], [-0.41228, 2.18957, 2.87137], [1.34925, 0.26080, 2.61814], [1.75091, 1.61788, 1.34872], [1.48797, -0.07089, 0.97445], [-0.56390, -3.68589, 1.18576], [0.40602, -2.32012, 1.95690], [-1.13063, -2.26493, 1.75865], [1.02588, -1.86423, -1.95087], [1.88834, -2.04606, -0.28009], [1.15464, -3.45546, -0.77230], [-0.95592, 2.10371, -1.41617], [-0.99553, 0.20590, 2.05301], [-0.92228, -2.03474, -0.57983]], "forces_ev_per_a": [[-1.14, -0.99, 1.80], [-1.13, -2.58, -0.70], [-3.51, -3.27, 0.90], [0.57, 1.37, 1.77], [1.46, -1.55, 1.23], [-0.50, -1.03, -1.19], [-0.09, 4.23, 0.53], [0.81, 0.52, 2.67], [-0.38, -0.52, -0.37], [-1.42, -0.47, -0.91], [0.06, 0.15, -0.25], [-0.63, -0.59, 0.60], [0.50, 0.48, -0.64], [0.73, 0.31, -2.54], [0.88, 1.01, -1.26], [-0.52, 0.10, 0.22], [0.59, -0.46, 1.05], [1.13, 2.45, -1.00], [1.51, 0.71, 0.17], [0.13, 0.92, -0.67], [-0.70, 1.12, -1.28], [-1.41, -1.57, 0.75], [1.16, -1.86, -1.71], [1.07, 1.26, -0.82], [0.87, -0.54, -0.50], [-2.54, 1.47, 0.34], [0.14, -1.19, 2.60], [1.63, 0.95, 0.18], [-0.69, 1.40, -0.83], [0.81, -1.75, 1.22], [0.79, -0.28, -0.94], [-0.21, 0.19, -0.44]]}

Entry 2:
{"formula": "C9H21LaN4O2", "method": "the ωB97M-V functional and the def2-TZVPD basis", "charge": 2, "gap_ha": 0.387, "lumo_ev": -6.6, "fmax_ev_per_a": 7.0, "species": ["La", "C", "C", "N", "C", "C", "N", "C", "C", "N", "H", "H", "H", "H", "H", "H", "H", "H", "H", "H", "H", "H", "H", "H", "H", "N", "C", "C", "C", "O", "O", "H", "H", "H", "H", "H", "H"], "positions_angstrom": [[-0.53551, -0.40004, -0.51255], [1.54025, -0.46715, 2.17917], [2.28897, -1.20548, 1.03395], [2.05189, -0.59265, -0.30085], [2.78865, 0.69089, -0.47144], [1.98118, 1.75607, -1.22507], [0.56415, 1.86756, -0.78461], [0.36125, 2.63522, 0.47467], [0.82796, 1.87697, 1.72177], [0.46423, 0.43329, 1.69124], [2.24673, 0.09760, 2.78629], [1.10620, -1.21807, 2.83724], [1.95229, -2.24327, 0.98412], [3.35581, -1.22745, 1.26244], [2.44260, -1.24960, -0.97264], [3.71470, 0.53269, -1.02515], [3.07458, 1.05546, 0.51067], [1.97133, 1.51199, -2.28949], [2.49471, 2.71496, -1.11506], [0.09703, 2.41947, -1.50285], [-0.70569, 2.85205, 0.55549], [0.89705, 3.58686, 0.43487], [0.39081, 2.36571, 2.59277], [1.90464, 1.96980, 1.82647], [-0.34394, 0.30726, 2.29584], [-2.26204, -1.52540, -2.30149], [-3.29561, -2.37078, -1.60652], [-3.89225, -1.65448, -0.37434], [-2.71576, -0.99089, 0.27543], [-1.75372, -1.68401, 0.72696], [-2.50009, 0.24392, 0.06307], [-2.76057, -0.78474, -2.78949], [-1.86877, -2.10260, -3.03918], [-2.80325, -3.28302, -1.27694], [-4.10240, -2.63437, -2.28807], [-4.35921, -2.38910, 0.27796], [-4.61820, -0.89465, -0.65467]], "forces_ev_per_a": [[5.82, 0.18, -3.90], [0.15, -0.11, -0.11], [-0.15, 0.11, 0.11], [0.75, -0.03, 0.08], [-0.18, 0.20, -0.11], [0.08, -0.24, 0.14], [0.33, 0.96, 0.01], [0.10, -0.16, 0.23], [-0.10, 0.19, -0.24], [-0.02, 0.18, 0.55], [-0.02, 0.04, 0.00], [-0.03, 0.02, 0.02], [0.01, 0.00, -0.04], [0.01, -0.09, 0.00], [0.01, 0.01, -0.03], [0.05, -0.02, 0.07], [0.04, -0.02, 0.02], [-0.03, 0.03, -0.01], [0.00, 0.02, -0.08], [0.04, 0.02, -0.02], [-0.01, 0.02, -0.06], [-0.10, 0.07, -0.01], [0.04, -0.02, 0.04], [0.02, -0.06, 0.06], [0.12, 0.03, 0.15], [-0.41, -0.23, 0.10], [-0.11, 0.02, 0.10], [0.22, 0.10, -0.04], [-2.33, -0.61, 0.53], [-1.63, -1.48, 1.66], [-2.73, 0.91, 1.03], [0.00, 0.07, -0.10], [0.02, 0.00, -0.11], [0.02, -0.02, -0.04], [0.03, -0.07, -0.01], [0.01, -0.01, 0.03], [-0.02, -0.01, 0.00]]}

Entry 3:
{"formula": "C9H21N3O2", "method": "the ωB97M-V functional and the def2-TZVPD basis", "charge": 2, "gap_ha": 0.370, "relative_energy_kj_mol": 0.8, "lumo_ev": -6.1, "fmax_ev_per_a": 4.8, "species": ["C", "C", "C", "C", "C", "C", "C", "C", "C", "N", "N", "N", "O", "O", "H", "H", "H", "H", "H", "H", "H", "H", "H", "H", "H", "H", "H", "H", "H", "H", "H", "H", "H", "H", "H"], "positions_angstrom": [[-1.66844, -0.18840, 0.07983], [-3.69589, 1.83220, 1.38948], [-4.72513, 1.12524, 0.47251], [-3.22465, -0.27478, 1.46963], [0.82694, 1.09557, -1.44557], [-0.10224, 0.32202, 1.83913], [4.11835, -1.97512, -0.67470], [2.04626, -0.71363, 0.05140], [0.64802, -0.24247, -0.55173], [-0.44079, -0.01944, 0.45604], [-2.14815, -0.52870, -1.08073], [2.90093, -1.14536, -1.10331], [-3.11818, 0.82505, 2.22908], [-4.20101, -0.24256, 0.55142], [-2.85675, 2.26357, 0.96788], [-4.18726, 2.56075, 2.03075], [-5.71734, 1.18380, 0.85146], [-4.74362, 1.40580, -0.57318], [-3.13827, -1.22314, 1.93900], [0.61382, 0.85762, -2.42209], [0.18829, 1.80120, -1.01876], [1.83653, 1.37654, -1.30454], [-0.93119, 0.43430, 2.50422], [0.65155, -0.28460, 2.31109], [0.31706, 1.23378, 1.85666], [4.84753, -1.79434, -1.50005], [4.34340, -1.56253, 0.21800], [3.87669, -2.96798, -0.63128], [1.74633, -1.50545, 0.78956], [2.62890, -0.01921, 0.56400], [0.26507, -0.94228, -1.27285], [-3.14197, -0.70922, -1.14511], [-1.84976, -0.55026, -1.97552], [3.28566, -0.28168, -1.63823], [2.26401, -1.62454, -1.78929]], "forces_ev_per_a": [[-2.19, -0.72, 2.67], [-2.00, 0.65, 1.01], [1.94, -0.20, 0.34], [1.09, 0.98, -2.11], [0.64, -2.61, 2.99], [-0.48, -1.67, -0.05], [-0.38, 1.95, -4.32], [-3.20, -1.39, -0.66], [0.89, 2.72, -0.05], [1.58, -1.03, -0.68], [-1.89, -0.09, 1.94], [-0.36, 0.38, -1.31], [-1.12, -1.52, -0.54], [-0.95, 0.03, 0.64], [1.35, 1.19, -1.69], [0.10, 0.00, 0.03], [-0.73, -0.30, 0.48], [0.28, 0.29, -0.07], [0.57, -0.66, 0.45], [-0.48, -0.09, -2.35], [-0.92, 1.43, 0.24], [1.01, 0.88, -0.24], [-0.75, -0.50, -0.03], [0.01, -0.97, -0.13], [1.57, 3.61, -0.24], [-0.16, -0.31, 1.09], [1.45, 1.02, 2.85], [-0.75, -2.45, 0.26], [1.08, -0.01, -1.06], [0.49, 1.64, 0.92], [0.02, -1.08, 0.18], [-0.32, 0.11, 0.88], [2.51, 0.12, -3.24], [-0.99, -1.60, 1.22], [1.09, 0.18, 0.60]]}